Entry 1:
The following is a quantum chemistry calculation of a molecular structure, C58H41InN9O, from OMol25.

Element x y z (Å)
In1 -0.09 -0.27 -0.23
C1 -4.80 6.06 0.18
C2 -3.99 5.58 1.21
C3 -3.11 4.53 0.96
C4 -3.05 3.94 -0.30
C5 -3.86 4.44 -1.32
C6 -4.73 5.49 -1.08
C7 -2.16 2.78 -0.54
C8 -0.75 2.94 -0.21
C9 -0.17 4.19 0.13
C10 1.15 3.95 0.39
C11 1.37 2.57 0.17
N1 0.18 1.96 -0.19
C12 2.65 1.97 0.18
C13 2.97 0.73 -0.36
C14 4.29 0.25 -0.58
C15 4.18 -0.86 -1.35
C16 2.78 -1.06 -1.57
C17 2.26 -2.12 -2.43
C18 3.27 -3.04 -3.04
C19 3.82 -4.07 -2.28
C20 4.74 -4.94 -2.84
C21 5.13 -4.78 -4.16
C22 4.59 -3.75 -4.92
C23 3.66 -2.88 -4.36
C24 0.96 -2.31 -2.72
N2 -0.08 -1.56 -2.14
C25 -1.19 -2.20 -2.40
C26 -2.41 -1.90 -1.61
C27 -3.55 -2.85 -1.93
C28 -4.23 -2.66 -3.14
C29 -5.25 -3.52 -3.52
C30 -5.61 -4.58 -2.70
C31 -4.93 -4.78 -1.50
C32 -3.91 -3.92 -1.12
C33 -2.84 -0.49 -1.52
C34 -4.21 0.00 -1.45
C35 -4.12 1.31 -1.15
C36 -2.71 1.63 -1.01
N3 -1.97 0.46 -1.27
C37 -0.96 -3.37 -3.23
C38 0.36 -3.42 -3.45
N4 2.05 -0.13 -0.94
C39 3.77 2.82 0.68
C40 3.93 3.02 2.05
C41 4.98 3.80 2.52
C42 5.86 4.38 1.63
C43 5.70 4.19 0.26
C44 4.66 3.41 -0.21
H1 -5.48 6.88 0.37
H2 -4.03 6.03 2.19
H3 -2.47 4.17 1.76
H4 -3.79 4.00 -2.31
H5 -5.34 5.87 -1.88
H6 -0.68 5.14 0.14
H7 1.91 4.67 0.65
H8 5.20 0.72 -0.23
H9 4.96 -1.47 -1.76
H10 3.52 -4.19 -1.24
H11 5.15 -5.74 -2.24
H12 5.84 -5.46 -4.60
H13 4.89 -3.62 -5.95
H14 3.24 -2.08 -4.95
H15 -3.95 -1.84 -3.79
H16 -5.77 -3.35 -4.45
H17 -6.41 -5.25 -2.99
H18 -5.20 -5.60 -0.86
H19 -3.39 -4.09 -0.19
H20 -5.10 -0.59 -1.59
H21 -4.93 2.00 -0.99
H22 -1.72 -4.05 -3.59
H23 0.91 -4.16 -4.02
H24 3.23 2.57 2.74
H25 5.10 3.95 3.59
H26 6.68 4.99 2.00
H27 6.38 4.66 -0.44
H28 4.52 3.26 -1.27
N5 1.06 -2.67 0.96
C45 2.02 -2.18 1.86
C46 3.18 -2.85 2.17
C47 4.06 -2.37 3.17
C48 3.74 -1.27 3.90
C49 2.57 -0.53 3.57
C50 2.18 0.62 4.28
C51 1.10 1.34 3.87
C52 0.44 0.94 2.69
N6 0.75 -0.14 2.02
C53 1.77 -0.94 2.50
H29 0.15 -2.81 1.39
H30 1.34 -3.56 0.54
H31 3.39 -3.78 1.67
H32 4.96 -2.93 3.39
H33 4.36 -0.93 4.71
H34 2.75 0.93 5.15
H35 0.77 2.23 4.39
H36 -0.34 1.57 2.27
O1 -1.60 -3.04 0.55
C54 -1.55 -2.05 -0.08
N7 -4.73 2.36 3.73
C55 -4.10 1.18 3.46
C56 -3.23 1.06 2.37
N8 -2.59 -0.07 2.10
C57 -2.82 -1.10 2.92
C58 -3.68 -0.98 3.99
N9 -4.33 0.15 4.27
H37 -4.79 3.07 3.02
H38 -5.47 2.34 4.42
H39 -3.08 1.89 1.70
H40 -2.30 -2.03 2.72
H41 -3.87 -1.82 4.64

The value obtained for the LUMO energy is -0.1485 hartree. The value obtained for the HOMO energy is -9.7476 eV. Its total charge is +1.

Atomic partial charges in e from the Löwdin method, atoms 1 to 99:
1 In 0.912
2 C -0.070
3 C -0.070
4 C -0.065
5 C -0.200
6 C -0.028
7 C -0.059
8 C -0.048
9 C -0.215
10 C 0.006
11 C 0.027
12 C -0.244
13 N 0.064
14 C -0.025
15 C -0.228
16 C 0.031
17 C 0.021
18 C -0.204
19 C -0.038
20 C -0.225
21 C -0.033
22 C -0.066
23 C -0.075
24 C -0.064
25 C -0.023
26 C -0.191
27 N 0.087
28 C -0.213
29 C -0.200
30 C -0.194
31 C -0.055
32 C -0.066
33 C -0.077
34 C -0.064
35 C -0.009
36 C -0.225
37 C 0.036
38 C 0.026
39 C -0.216
40 N 0.088
41 C 0.046
42 C 0.046
43 N 0.088
44 C -0.212
45 C -0.017
46 C -0.063
47 C -0.074
48 C -0.062
49 C -0.031
50 H 0.109
51 H 0.110
52 H 0.116
53 H 0.126
54 H 0.110
55 H 0.118
56 H 0.123
57 H 0.122
58 H 0.119
59 H 0.111
60 H 0.107
61 H 0.107
62 H 0.109
63 H 0.126
64 H 0.129
65 H 0.108
66 H 0.106
67 H 0.107
68 H 0.100
69 H 0.120
70 H 0.121
71 H 0.121
72 H 0.125
73 H 0.097
74 H 0.107
75 H 0.107
76 H 0.109
77 H 0.129
78 N 0.107
79 C -0.241
80 C -0.008
81 C -0.056
82 C -0.026
83 C -0.144
84 C 0.000
85 C -0.029
86 C -0.121
87 N 0.082
88 C -0.148
89 H 0.066
90 H 0.108
91 H 0.114
92 H 0.112
93 H 0.118
94 H 0.130
95 H 0.119
96 H 0.102
97 O 0.042
98 C -0.198
99 N 0.142

***

Entry 2:
The following is a quantum chemistry calculation of 9 unconnected molecules or ions with the total composition C28H52N4O5 in a non-equilibrium geometry, from OMol25.

Element x y z (Å)
C1 0.04 3.28 2.08
C2 -0.89 4.40 2.11
N1 -1.58 5.29 2.04
H1 0.74 3.56 1.29
H2 -0.48 2.36 1.82
H3 0.55 3.17 3.04
C3 4.95 -0.98 -0.80
C4 6.23 -0.39 -1.25
N2 7.21 0.08 -1.62
H4 5.11 -1.44 0.18
H5 4.61 -1.74 -1.50
H6 4.28 -0.12 -0.72
C5 -4.57 1.10 -1.54
C6 -3.44 1.98 -1.33
N3 -2.57 2.67 -1.07
H7 -5.10 1.38 -2.45
H8 -5.36 1.26 -0.81
H9 -4.26 0.05 -1.52
C7 -0.72 -0.10 -0.23
C8 0.59 -0.48 0.24
N4 1.71 -0.75 0.51
H10 -0.79 0.18 -1.28
H11 -1.23 0.60 0.43
H12 -1.33 -0.99 -0.10
C9 -3.16 -2.66 -3.99
C10 -3.46 -1.32 -4.56
C11 -2.25 -0.45 -4.24
O1 -1.57 -1.22 -3.25
C12 -2.33 -2.29 -2.73
H13 -2.42 -3.09 -4.66
H14 -3.98 -3.36 -3.79
H15 -4.35 -0.82 -4.19
H16 -3.54 -1.31 -5.64
H17 -2.47 0.53 -3.80
H18 -1.63 -0.27 -5.12
H19 -2.89 -1.94 -1.87
H20 -1.78 -3.11 -2.26
C13 -3.75 -0.42 2.84
C14 -4.82 -0.89 3.81
C15 -6.06 -1.18 2.98
O2 -5.51 -1.48 1.68
C16 -4.55 -0.50 1.49
H21 -2.85 -1.03 2.82
H22 -3.42 0.54 3.24
H23 -5.19 -0.18 4.54
H24 -4.43 -1.76 4.33
H25 -6.80 -0.38 2.98
H26 -6.52 -2.09 3.38
H27 -5.03 0.46 1.32
H28 -3.83 -0.64 0.69
C17 0.81 -4.54 3.36
C18 1.44 -3.29 2.77
C19 2.87 -3.65 2.44
O3 2.85 -5.05 2.23
C20 1.78 -5.62 3.10
H29 -0.13 -4.82 2.87
H30 0.57 -4.44 4.42
H31 1.22 -2.38 3.31
H32 0.94 -3.05 1.83
H33 3.64 -3.53 3.21
H34 3.18 -3.01 1.61
H35 2.12 -5.91 4.10
H36 1.50 -6.57 2.65
C21 0.42 3.61 -3.79
C22 0.88 2.16 -3.93
C23 2.16 1.98 -3.06
O4 2.06 3.18 -2.29
C24 1.40 4.22 -2.92
H37 -0.54 3.77 -3.32
H38 0.13 4.01 -4.77
H39 1.01 1.73 -4.93
H40 -0.01 1.67 -3.54
H41 3.01 2.10 -3.73
H42 2.27 1.04 -2.54
H43 2.08 4.88 -3.46
H44 0.96 4.78 -2.10
C25 3.51 1.60 2.46
C26 4.98 1.10 2.32
C27 5.52 1.99 1.34
O5 4.54 2.00 0.34
C28 3.33 2.22 1.09
H45 3.31 2.24 3.32
H46 2.90 0.69 2.41
H47 4.97 0.04 2.05
H48 5.54 1.22 3.24
H49 6.50 1.76 0.91
H50 5.63 3.04 1.64
H51 2.41 2.03 0.55
H52 3.14 3.28 1.27

The value obtained for the LUMO energy is 0.0053 hartree. The structure (SMILES) is C1CCOC1.C1CCOC1.C1CCOC1.C1CCOC1.C1CCOC1.CC#N.CC#N.CC#N.CC#N. The value obtained for the HOMO energy is -9.3899 eV. Its total charge is 0.

Now the Löwdin charges, all in e:
1 C -0.059
2 C -0.299
3 N 0.132
4 H 0.073
5 H 0.063
6 H 0.086
7 C -0.073
8 C -0.280
9 N 0.121
10 H 0.068
11 H 0.082
12 H 0.047
13 C -0.068
14 C -0.276
15 N 0.164
16 H 0.089
17 H 0.080
18 H 0.065
19 C -0.065
20 C -0.214
21 N 0.181
22 H 0.073
23 H 0.058
24 H 0.072
25 C -0.144
26 C -0.187
27 C -0.186
28 O -0.173
29 C -0.194
30 H 0.121
31 H 0.119
32 H 0.103
33 H 0.112
34 H 0.100
35 H 0.119
36 H 0.090
37 H 0.122
38 C -0.145
39 C -0.185
40 C -0.179
41 O -0.119
42 C -0.237
43 H 0.101
44 H 0.106
45 H 0.111
46 H 0.111
47 H 0.121
48 H 0.122
49 H 0.108
50 H 0.093
51 C -0.194
52 C -0.181
53 C -0.228
54 O -0.134
55 C -0.171
56 H 0.109
57 H 0.110
58 H 0.110
59 H 0.084
60 H 0.117
61 H 0.096
62 H 0.108
63 H 0.119
64 C -0.188
65 C -0.144
66 C -0.144
67 O -0.143
68 C -0.260
69 H 0.098
70 H 0.114
71 H 0.107
72 H 0.082
73 H 0.114
74 H 0.113
75 H 0.123
76 H 0.128
77 C -0.141
78 C -0.174
79 C -0.261
80 O -0.135
81 C -0.227
82 H 0.111
83 H 0.077
84 H 0.107
85 H 0.119
86 H 0.126
87 H 0.131
88 H 0.089
89 H 0.103

***

Entry 3:
The following is a quantum chemistry calculation of a molecular structure, C19H13Br2Cl2NO6STi, from OMol25.

Element x y z (Å)
Ti1 0.02 -0.85 -0.54
C1 1.08 -3.03 2.38
C2 0.67 -1.64 2.69
C3 0.48 -1.27 4.05
C4 0.29 0.02 4.42
C5 0.35 1.02 3.43
C6 0.34 2.42 3.65
Br1 0.09 3.11 5.40
C7 0.53 3.30 2.61
C8 0.74 2.82 1.31
Br2 1.06 4.06 -0.08
C9 0.71 1.47 1.01
O1 0.91 0.95 -0.15
C10 0.50 0.58 2.11
N1 0.57 -0.73 1.74
H1 1.42 -3.52 3.30
H2 1.89 -3.03 1.65
H3 0.28 -3.62 1.92
H4 0.51 -2.05 4.80
H5 0.14 0.30 5.46
H6 0.53 4.36 2.79
O2 -2.19 2.24 -0.48
C11 -1.78 1.30 -1.13
O3 -1.58 0.11 -0.60
C12 -1.50 1.46 -2.60
C13 -2.35 2.36 -3.26
C14 -2.21 2.63 -4.61
C15 -1.18 2.01 -5.31
C16 -0.33 1.14 -4.67
C17 -0.47 0.83 -3.31
S1 0.70 -0.32 -2.69
H7 -3.12 2.83 -2.67
H8 -2.89 3.31 -5.10
H9 -1.05 2.21 -6.37
H10 0.47 0.65 -5.22
O4 3.50 -0.87 -0.24
H11 2.99 -1.63 -0.56
H12 2.96 -0.11 -0.48
Cl1 -2.05 -2.18 -2.72
C18 -0.73 -4.08 -0.04
Cl2 -1.71 -2.72 0.51
C19 0.49 -3.83 -0.62
O5 1.34 -4.59 -1.09
O6 0.84 -2.43 -0.56
H13 -1.28 -5.00 -0.12

The value obtained for the LUMO energy is 0.1343 hartree. The value obtained for the HOMO energy is -1.2722 eV. Its total charge is -2.

Now the Löwdin charges, all in e:
1 Ti 0.782
2 C -0.029
3 C -0.281
4 C -0.013
5 C -0.030
6 C -0.191
7 C -0.630
8 Br 0.702
9 C -0.178
10 C -0.592
11 Br 0.768
12 C -0.399
13 O -0.238
14 C -0.121
15 N 0.117
16 H 0.078
17 H 0.092
18 H 0.042
19 H 0.107
20 H 0.077
21 H 0.088
22 O 0.065
23 C -0.550
24 O -0.227
25 C -0.146
26 C -0.035
27 C -0.109
28 C -0.113
29 C -0.135
30 C -0.558
31 S 0.697
32 H 0.110
33 H 0.084
34 H 0.088
35 H 0.089
36 O -0.082
37 H 0.013
38 H -0.001
39 Cl -0.397
40 C -0.514
41 Cl 0.614
42 C -0.709
43 O -0.027
44 O -0.350
45 H 0.040

***

Entry 4:
The following is a quantum chemistry calculation of CH3O3P in the gas phase in a non-equilibrium geometry, from OMol25.

Element x y z (Å)
C1 0.97 0.29 0.20
O1 -2.93 0.42 -0.18
O2 1.09 -1.03 -0.03
O3 -0.63 0.65 0.08
P1 -1.79 -0.46 0.05
H1 1.49 0.85 -0.50
H2 1.15 0.68 1.14
H3 0.65 -1.41 -0.75

The value obtained for the LUMO energy (alpha / beta) is 0.0241 / -0.1193 hartree. The value obtained for the HOMO energy (alpha / beta) is -6.6509 / -11.2594 eV. Its total charge is 0. Its spin multiplicity is 3.

Now the Löwdin charges, all in e:
1 C -0.147
2 O -0.375
3 O -0.013
4 O -0.400
5 P 0.674
6 H 0.101
7 H 0.104
8 H 0.057

***

Entry 5:
The following is a quantum chemistry calculation of a molecular structure, C31H30CeClFN3O5 in a non-equilibrium geometry, from OMol25.

Element x y z (Å)
Ce1 -3.35 -0.23 -0.14
C1 -3.93 -0.35 3.78
C2 -4.81 -0.05 2.58
C3 -5.36 1.21 2.34
C4 -5.99 1.42 1.10
C5 -6.25 0.36 0.22
C6 -5.88 -0.98 0.57
C7 -5.11 -1.20 1.74
H1 -4.46 -0.56 4.71
H2 -3.29 0.48 3.92
H3 -3.29 -1.24 3.63
H4 -5.32 1.91 3.14
H5 -6.27 2.48 0.80
H6 -6.76 0.48 -0.72
H7 -6.18 -1.81 -0.07
H8 -4.72 -2.20 1.91
F1 3.32 2.69 0.53
C8 3.00 1.38 0.54
C9 1.66 1.03 0.54
C10 1.27 -0.29 0.35
C11 -0.07 -0.68 0.18
O1 -1.00 0.17 0.32
C12 -0.33 -2.12 0.06
C13 0.69 -3.05 0.07
N1 2.05 -2.71 0.18
C14 2.91 -3.68 0.77
C15 3.17 -3.56 2.28
C16 2.25 -4.65 1.79
C17 2.37 -1.33 0.34
C18 3.65 -0.94 0.37
C19 4.07 0.45 0.41
N2 5.36 0.80 0.30
C20 6.14 0.04 -0.64
C21 7.51 -0.34 0.00
N3 7.80 0.51 1.17
C22 7.35 1.93 1.05
C23 5.91 2.04 0.87
C24 -1.80 -2.51 -0.01
O2 -2.32 -3.20 0.89
O3 -2.50 -2.11 -1.08
H9 0.88 1.79 0.68
H10 0.42 -4.11 -0.06
H11 3.69 -4.21 0.20
H12 2.60 -2.78 2.75
H13 4.12 -3.92 2.63
H14 1.18 -4.45 1.95
H15 2.63 -5.66 1.88
H16 4.43 -1.70 0.53
H17 6.35 0.66 -1.55
H18 5.54 -0.82 -0.98
H19 8.32 -0.26 -0.74
H20 7.52 -1.43 0.24
H21 8.80 0.54 1.36
H22 7.39 0.12 2.01
H23 7.95 2.37 0.21
H24 7.65 2.47 1.99
H25 5.59 2.97 0.36
H26 5.44 2.17 1.88
Cl1 -6.55 4.76 -6.51
C25 -5.90 3.75 -5.30
C26 -4.97 4.23 -4.38
C27 -4.43 3.40 -3.44
C28 -4.73 2.05 -3.46
C29 -5.69 1.54 -4.30
C30 -6.20 2.35 -5.32
C31 -4.23 1.24 -2.32
O4 -4.39 -0.02 -2.32
O5 -3.56 1.81 -1.35
H27 -4.60 5.24 -4.41
H28 -3.93 3.87 -2.57
H29 -6.10 0.54 -4.24
H30 -6.67 1.94 -6.21

The value obtained for the LUMO energy (alpha / beta) is -0.2037 / -0.2038 hartree. The value obtained for the HOMO energy (alpha / beta) is -12.3647 / -12.3658 eV. Its total charge is +2. Its spin multiplicity is 2.

Now the Löwdin charges, all in e:
1 Ce 1.611
2 C -0.023
3 C -0.275
4 C -0.005
5 C -0.034
6 C -0.085
7 C -0.116
8 C -0.102
9 H 0.104
10 H 0.073
11 H 0.099
12 H 0.131
13 H 0.157
14 H 0.127
15 H 0.145
16 H 0.133
17 F 0.071
18 C -0.169
19 C 0.103
20 C -0.036
21 C -0.276
22 O -0.096
23 C -0.011
24 C 0.073
25 N 0.007
26 C -0.256
27 C -0.084
28 C -0.077
29 C -0.096
30 C 0.037
31 C -0.137
32 N -0.089
33 C -0.105
34 C -0.079
35 N 0.066
36 C -0.104
37 C -0.136
38 C -0.580
39 O 0.087
40 O -0.156
41 H 0.151
42 H 0.168
43 H 0.153
44 H 0.110
45 H 0.106
46 H 0.109
47 H 0.116
48 H 0.130
49 H 0.150
50 H 0.133
51 H 0.144
52 H 0.150
53 H 0.195
54 H 0.183
55 H 0.165
56 H 0.165
57 H 0.149
58 H 0.155
59 Cl 0.729
60 C -0.655
61 C -0.101
62 C -0.017
63 C -0.146
64 C -0.008
65 C -0.056
66 C -0.539
67 O -0.076
68 O -0.146
69 H 0.112
70 H 0.139
71 H 0.126
72 H 0.108

***

Entry 6:
The following is a quantum chemistry calculation of 2 unconnected molecules or ions with the total composition C3H8NO in a non-equilibrium geometry, from OMol25.

Element x y z (Å)
C1 -1.79 -0.55 0.42
C2 0.19 0.68 -0.78
C3 2.16 -0.37 0.12
N1 -1.84 0.73 0.10
O1 1.00 0.59 0.11
H1 -2.04 -1.26 -0.30
H2 -1.45 -0.84 1.46
H3 0.34 0.03 -1.76
H4 2.49 -0.80 -0.93
H5 1.79 -1.05 0.91
H6 2.96 0.26 0.56
H7 -2.25 1.09 -0.72
H8 -1.56 1.49 0.83

The value obtained for the LUMO energy (alpha / beta) is -0.1776 / -0.1778 hartree. The value obtained for the HOMO energy (alpha / beta) is -12.5007 / -12.4952 eV. Its total charge is +1.

Now the Löwdin charges, all in e:
1 C 0.052
2 C -0.042
3 C 0.032
4 N 0.084
5 O -0.139
6 H 0.077
7 H 0.135
8 H 0.117
9 H 0.146
10 H 0.101
11 H 0.107
12 H 0.123
13 H 0.207

***

Record-wise ΔE to the lowest compared entry with this formula, charge and spin values, in eV: 1.6448; 0.0000; 2.6510; 0.8229; 0.0000; 5.0397